Entry 1:
{"formula": "C24H43BrClFMgNaO14", "method": "wB97M-V/def2-TZVPD", "symbols": ["C", "C", "C", "C", "C", "C", "C", "C", "C", "C", "C", "C", "O", "Br", "C", "O", "O", "C", "O", "H", "H", "H", "H", "H", "H", "H", "H", "H", "H", "H", "H", "H", "H", "H", "H", "H", "H", "H", "C", "O", "O", "O", "H", "C", "C", "O", "H", "H", "H", "H", "H", "H", "C", "C", "O", "C", "O", "O", "H", "H", "H", "H", "C", "C", "O", "C", "C", "H", "H", "H", "H", "H", "H", "H", "H", "H", "H", "Na", "Mg", "O", "H", "H", "O", "H", "Cl", "F"], "positions_angstrom": [[1.01, 5.31, 1.41], [0.93, 6.36, 2.72], [1.11, 5.50, 4.13], [0.07, 5.94, 5.32], [-0.84, 4.75, 5.96], [-0.09, 3.29, 6.17], [-0.97, 2.18, 5.35], [-0.65, 0.58, 5.69], [0.95, 0.37, 5.44], [1.72, 0.75, 4.20], [1.25, 1.31, 2.76], [0.28, 0.15, 2.04], [-0.16, 0.36, 0.80], [-0.21, -1.63, 2.82], [3.21, 0.65, 4.81], [4.04, 1.62, 4.53], [3.49, -0.06, 6.05], [2.10, -0.46, 6.27], [1.78, -1.68, 6.69], [1.96, 4.61, 1.50], [1.03, 5.96, 0.44], [0.04, 4.62, 1.49], [-0.12, 6.90, 2.64], [1.80, 7.14, 2.55], [2.21, 5.76, 4.51], [1.10, 4.36, 3.88], [0.60, 6.55, 6.19], [-0.66, 6.74, 4.82], [-1.80, 4.58, 5.28], [-1.21, 5.16, 7.01], [1.04, 3.35, 5.90], [-0.20, 3.07, 7.32], [-0.88, 2.40, 4.20], [-2.10, 2.40, 5.63], [-0.79, 0.53, 6.88], [-1.36, -0.16, 5.15], [0.67, 2.31, 2.71], [2.20, 1.31, 2.06], [-3.42, -0.87, 0.16], [-3.07, -1.75, -0.66], [-2.97, 0.32, -0.21], [-4.09, -0.94, 1.22], [-2.55, -0.06, -1.00], [2.07, -0.15, -2.59], [3.20, 0.78, -2.21], [2.70, 1.88, -1.46], [1.31, 0.39, -3.18], [2.44, -0.99, -3.18], [1.56, -0.53, -1.70], [3.68, 1.18, -3.11], [3.95, 0.26, -1.62], [2.28, 1.51, -0.66], [-0.89, -0.04, -6.60], [0.05, -1.09, -6.10], [-0.34, -1.26, -4.75], [-1.64, -0.85, -4.66], [-2.34, -1.02, -3.68], [-2.04, -0.23, -5.80], [-1.13, -0.16, -7.66], [-0.51, 0.98, -6.43], [-0.07, -2.04, -6.63], [1.09, -0.78, -6.17], [-0.52, -5.21, -3.76], [-1.23, -5.02, -5.09], [-0.35, -5.05, -6.21], [0.37, -6.26, -6.43], [-0.53, -7.46, -6.69], [0.31, -4.51, -3.66], [-1.21, -5.06, -2.93], [-0.11, -6.22, -3.67], [-1.70, -4.03, -5.10], [-2.04, -5.75, -5.22], [1.05, -6.46, -5.59], [1.00, -6.10, -7.31], [-1.12, -7.72, -5.81], [0.06, -8.33, -6.97], [-1.24, -7.24, -7.50], [2.54, 3.30, 6.77], [2.69, -0.48, 8.36], [-6.70, 0.42, 2.77], [-6.08, -0.14, 2.28], [-6.48, 1.32, 2.49], [-0.76, -9.51, -8.91], [-1.66, -9.25, -9.00], [2.11, -1.47, 1.04], [-0.20, -1.19, -8.44]], "lowdin_charge": [-0.140, -0.241, -0.215, -0.218, -0.190, -0.217, -0.176, -0.103, -0.048, -0.024, -0.081, -0.737, -0.146, 0.647, -0.251, 0.008, -0.089, -0.508, -0.128, 0.085, 0.085, 0.090, 0.107, 0.110, 0.112, 0.083, 0.116, 0.115, 0.129, 0.121, 0.021, 0.128, 0.116, 0.139, 0.129, 0.110, 0.097, 0.128, -0.813, 0.091, 0.096, 0.038, 0.106, -0.097, -0.333, -0.109, 0.071, 0.077, 0.038, 0.106, 0.101, 0.060, -0.152, -0.165, 0.038, -0.513, 0.129, 0.078, 0.103, 0.141, 0.119, 0.135, -0.073, -0.265, -0.152, -0.266, -0.089, 0.085, 0.082, 0.063, 0.115, 0.106, 0.107, 0.121, 0.069, 0.065, 0.079, 0.545, 0.830, -0.082, 0.008, 0.030, -0.197, -0.088, -0.174, -0.429], "total_charge": -1, "max_force_ev_per_a": 8.9, "homo_ev": -5.20, "energy_ha": -5489.38883, "gap_ha": 0.0483}


Entry 2:
{"formula": "C24H43BrP2Tl", "method": "wB97M-V/def2-TZVPD", "symbols": ["Tl", "C", "C", "C", "C", "C", "C", "H", "H", "H", "C", "H", "H", "H", "C", "H", "H", "H", "C", "H", "H", "H", "C", "H", "H", "H", "C", "C", "C", "C", "C", "C", "C", "C", "H", "H", "H", "H", "H", "H", "H", "H", "H", "H", "H", "H", "P", "P", "C", "C", "H", "H", "H", "H", "C", "H", "H", "H", "C", "H", "H", "H", "C", "H", "H", "H", "C", "H", "H", "H", "Br"], "positions_angstrom": [[-1.93, -0.46, 0.95], [-0.60, -2.42, 3.57], [0.75, -2.52, 3.13], [0.66, -0.91, 4.77], [-0.65, -1.41, 4.58], [1.53, -1.58, 3.86], [-1.75, -3.22, 3.11], [-1.48, -3.83, 2.24], [-2.61, -2.59, 2.84], [-2.10, -3.90, 3.90], [-1.86, -0.92, 5.27], [-2.72, -1.56, 5.05], [-2.11, 0.11, 4.95], [-1.70, -0.90, 6.36], [1.03, 0.17, 5.70], [0.56, 0.01, 6.68], [0.70, 1.15, 5.33], [2.12, 0.20, 5.84], [2.97, -1.33, 3.72], [3.54, -1.81, 4.53], [3.19, -0.25, 3.75], [3.35, -1.73, 2.77], [1.27, -3.47, 2.12], [1.65, -4.39, 2.59], [2.10, -3.03, 1.55], [0.48, -3.76, 1.41], [-1.92, 1.24, -3.86], [-2.08, -0.20, -3.77], [-1.29, -1.15, -4.63], [0.21, -0.84, -4.79], [0.86, -0.16, -3.62], [0.98, 1.18, -3.49], [0.46, 2.14, -4.50], [-1.01, 1.93, -4.90], [-1.74, -1.20, -5.63], [0.36, -0.29, -5.73], [-1.40, -2.16, -4.20], [-1.07, 1.41, -5.87], [-2.83, 1.84, -3.75], [-3.08, -0.58, -3.55], [-1.44, 2.93, -5.08], [0.58, 3.16, -4.11], [1.70, 1.61, -2.80], [1.07, 2.10, -5.42], [0.73, -1.80, -4.93], [1.46, -0.81, -2.98], [-1.42, 0.73, -2.13], [1.41, 1.40, 0.57], [-0.73, 2.33, -1.46], [0.30, 2.61, -0.35], [-1.65, 2.86, -1.14], [-0.43, 2.88, -2.36], [0.99, 3.41, -0.66], [-0.26, 3.03, 0.50], [2.44, 2.65, 1.46], [3.14, 2.11, 2.11], [1.80, 3.29, 2.08], [3.01, 3.25, 0.73], [2.66, 0.87, -0.67], [3.15, 1.75, -1.11], [2.19, 0.25, -1.45], [3.42, 0.25, -0.15], [-3.15, 0.86, -1.47], [-3.46, -0.04, -0.92], [-3.88, 0.94, -2.29], [-3.28, 1.75, -0.84], [-0.74, -0.89, -1.59], [0.05, -0.77, -0.83], [-0.32, -1.51, -2.39], [-1.57, -1.51, -1.24], [-0.64, 1.48, 2.66]], "lowdin_charge": [0.788, -0.261, -0.186, -0.243, -0.223, -0.203, -0.099, 0.067, 0.027, 0.094, -0.028, 0.080, 0.067, 0.096, -0.049, 0.085, 0.056, 0.079, -0.042, 0.095, 0.076, 0.066, -0.028, 0.105, 0.074, 0.068, -0.286, -0.247, -0.160, -0.156, -0.151, -0.145, -0.177, -0.142, 0.138, 0.120, 0.120, 0.121, 0.131, 0.133, 0.127, 0.115, 0.094, 0.135, 0.130, 0.111, 0.928, 0.678, -0.277, -0.412, 0.090, 0.067, 0.082, 0.011, -0.288, 0.042, 0.030, 0.045, -0.317, 0.041, -0.012, 0.048, -0.242, -0.027, 0.069, 0.064, -0.274, 0.020, 0.055, 0.002, 0.007], "total_charge": 1, "max_force_ev_per_a": 3.2, "homo_ev": [-8.97, -8.88], "energy_ha": -4369.05166, "gap_ha": [0.1615, 0.2129], "e_above_lowest_kj_mol": 354.5}